Entry 1:
Molecular formula: C35H27BrF3FeN6O6S2
Method: DFT, the ωB97M-V functional and the def2-TZVPD basis

```
81
C35H27BrF3FeN6O6S2 the ωB97M-V functional and the def2-TZVPD basis
C 4.090 -2.001 -0.728
H 6.121 -0.113 3.216
S -2.115 -1.834 -1.607
H 1.312 0.925 1.387
H 6.814 -0.869 0.925
C -1.711 3.908 -2.905
C 0.946 -0.484 -4.078
H -0.248 -6.745 -0.234
C 0.627 0.758 -4.570
C 0.831 2.783 -1.390
H 0.303 -6.253 -2.641
F -3.733 -2.794 0.249
C -0.615 0.625 4.244
F -3.941 -0.672 -0.090
C 5.444 -1.677 -0.500
Fe 1.028 -1.790 -0.161
H 1.028 -1.338 -4.740
F -4.736 -2.076 -1.524
H 3.759 -2.389 -1.685
N -0.526 4.030 -3.610
H 6.173 -1.826 -1.285
H 0.437 0.901 -5.626
C 4.806 -0.948 1.711
H -3.522 5.841 -0.764
H -2.623 2.038 1.266
C -1.157 1.904 4.309
H -1.723 -5.787 -0.373
H -2.139 1.819 -3.304
H 4.280 0.221 4.836
C -0.706 -5.901 -0.752
C -2.436 2.711 -2.769
C -1.523 0.371 2.027
C -3.514 2.642 -1.905
N 1.159 -1.555 1.917
H -3.539 3.735 3.655
H -1.306 -6.984 -2.517
C -1.881 2.429 3.245
H -1.136 -5.232 -2.759
H -1.019 2.500 5.205
C 2.411 -1.149 2.349
H -4.042 1.707 -1.781
C 2.753 -0.577 3.565
C -3.712 -1.849 -0.691
C 0.021 -4.693 -0.381
Br -5.326 3.656 0.049
H -0.063 0.206 5.076
O -1.178 -1.502 -0.532
O -2.013 -3.185 -2.105
C 1.067 -0.717 -2.696
O 1.254 -1.879 -2.172
H -1.963 4.437 4.028
C 1.189 1.179 0.343
H 1.996 -0.433 4.317
H -2.503 4.285 2.346
C 3.482 -1.314 1.400
N 0.593 -3.743 -0.118
O 0.409 -2.106 4.276
H 1.122 3.301 0.668
C -2.057 1.644 2.106
N 1.153 0.178 -0.509
C -3.211 4.974 -1.330
N 3.163 -1.829 0.182
N -0.125 2.966 -4.261
S -0.059 -1.750 2.958
C 4.078 -0.213 3.863
C -2.134 5.041 -2.191
C -0.711 -6.105 -2.269
H -1.664 -0.235 1.144
C -3.885 3.767 -1.184
H 0.717 3.804 -1.724
O -2.297 -0.789 -2.584
C 5.103 -0.392 2.976
C 0.431 1.886 -3.730
C 1.065 2.510 -0.066
C -0.790 -0.131 3.097
C -2.500 3.800 3.323
C 0.985 0.436 -1.833
C 5.788 -1.151 0.712
C 0.752 1.732 -2.318
O -1.031 -2.599 2.331
H -1.574 5.960 -2.309
```

Total charge: -1
LUMO level (spin up / spin down) (hartree): 0.085 / 0.058
Spin multiplicity: 5
<S²>: 6.093
Energy relative to the best compared isomer or geometry (same formula, charge and spin) (kJ/mol): 0.00

***

Entry 2:
Molecular formula: C24H31CrN7O2S
Method: DFT, the ωB97M-V functional and the def2-TZVPD basis

```
66
C24H31CrN7O2S the ωB97M-V functional and the def2-TZVPD basis
C 1.325 -2.856 1.138
C 2.206 -2.439 -0.032
C 1.455 1.234 3.955
C -1.924 -1.533 1.467
H -2.337 -2.449 1.892
H 2.772 0.425 -3.058
C -4.510 1.761 1.949
H -4.320 -1.560 2.511
N -2.297 -1.450 -4.615
O 1.215 0.120 1.898
N -0.789 -1.611 0.861
H -2.636 -2.237 -5.139
H 0.823 -0.787 -2.643
C 1.511 2.500 1.887
C 1.623 1.694 -1.743
N -1.771 -0.062 -3.105
C -1.581 0.514 -4.342
H 2.001 3.484 0.044
H 3.316 -0.028 -0.089
C 1.587 2.564 0.463
H 3.748 1.344 -1.930
N 1.258 1.612 -0.340
H -0.324 -3.366 -0.177
H 1.867 2.719 -2.035
H 0.321 -2.304 -1.904
C -2.253 -1.338 -3.277
C -1.108 1.898 -4.583
C 1.711 3.670 2.643
H 1.672 -3.835 1.474
O -1.158 1.172 0.754
H -1.866 1.403 -1.766
H -0.077 2.034 -4.253
H -5.199 2.589 2.062
C -2.754 -0.380 1.632
H 1.670 2.359 5.744
N -1.899 -0.325 -5.270
N -1.498 0.459 -1.834
H -2.953 2.968 1.098
H 0.761 1.373 -2.328
C -3.265 1.977 1.405
Cr 0.256 0.005 0.240
C -2.347 0.924 1.248
C 1.369 1.250 2.550
C 1.753 3.633 4.011
C -0.163 -2.935 0.817
C -4.899 0.484 2.364
C -4.027 -0.562 2.205
H 2.286 -3.266 -0.743
H 1.462 -2.160 1.962
H 3.206 -2.260 0.361
C 2.823 0.773 -2.025
C 1.172 -1.650 -2.077
H -5.872 0.321 2.807
H -1.167 2.090 -5.651
H -0.649 -3.601 1.532
N 1.759 -1.220 -0.788
H 1.892 4.538 4.585
H -2.045 -0.135 -1.197
S -2.679 -2.386 -2.067
H 3.753 -1.052 -1.463
H 1.826 4.615 2.122
H 1.367 0.278 4.454
C 1.629 2.399 4.663
C 2.974 -0.401 -1.055
H -1.735 2.620 -4.057
H 1.912 -2.186 -2.681
```

Total charge: +1
LUMO level (spin up / spin down) (hartree): -0.102 / -0.109
Spin multiplicity: 4
<S²>: 3.778

***

Entry 3:
Molecular formula: C4H7NO2
Method: DFT, the ωB97M-V functional and the def2-TZVPD basis

```
14
C4H7NO2 the ωB97M-V functional and the def2-TZVPD basis
C 1.820 -0.336 0.274
C -0.334 -0.321 -0.525
H -0.614 1.329 0.905
H 2.021 1.712 0.483
H -1.688 -1.976 -0.324
O 2.919 -0.753 0.529
H -0.323 -0.316 -1.622
C -1.620 -0.930 -0.012
C -0.023 1.095 0.007
H -1.651 -0.892 1.081
N 1.383 0.961 0.291
H -2.486 -0.390 -0.411
H -0.217 1.866 -0.745
O 0.772 -1.127 -0.092
```

Total charge: 0
LUMO level (hartree): 0.029
SMILES: C[C@H]1CNC(=O)O1
Energy relative to the best compared isomer or geometry (same formula, charge and spin) (kJ/mol): 3.57

***

Max |F| per entry: 0.48, 0.88, 0.44 eV Å⁻¹
M per entry: 884.51, 533.62, 101.10 g/mol
Electronic energy per entry: -192214.93936, -79170.46907, -9847.24268 eV